120
Properties=species:S:1:pos:R:3:forces:R:3 method="wB97M-V/def2-TZVPD" max_force_ev_per_a=2.650 spin_multiplicity=1 homo_lumo_gap_ha=0.269 total_charge=-1
C 2.7608 -3.6995 -2.7180 0.0490 0.0793 -0.1069
H 2.0258 1.9088 1.5213 0.0004 -0.0738 -0.0107
H -7.2495 0.0676 4.0171 -1.0633 -0.5058 -0.7293
H -1.8672 3.3218 -0.2376 0.0003 -0.0239 -0.0157
H -3.2147 -0.1680 4.9968 0.0161 0.0038 0.0071
H 3.2759 -8.8545 -7.7300 -0.0157 0.0140 0.0102
H 0.3978 5.5369 -1.0682 0.0057 -0.0203 0.0128
H -0.7161 2.1030 0.2645 -0.0525 -0.0123 -0.0272
H -1.1551 0.7097 2.9151 -0.0157 0.0086 0.0048
C -2.8971 0.4679 4.1657 -0.0342 -0.0602 0.0512
H -7.8261 -0.5234 5.7076 1.1077 -0.5022 0.0972
H 2.3294 -6.0843 -4.7922 -0.0285 -0.0016 -0.0266
H -4.2011 -0.4910 2.7231 -0.0065 -0.0082 0.0319
C -2.0635 4.4844 -3.2902 -0.0692 0.0642 0.0879
F -7.6507 1.5376 1.8393 0.6182 -0.4126 -0.3493
O -10.3278 4.1749 6.3644 0.2879 0.8070 1.3968
F -9.7740 1.3991 2.2410 -0.3555 -0.7169 -0.1807
H 4.7722 -6.5482 -5.0788 0.0463 -0.0406 -0.0194
C 2.4561 -2.2726 -2.2654 -0.0734 -0.0009 0.0537
H 1.4186 -2.2238 -1.9237 0.0060 0.0095 0.0110
H -0.5364 5.0730 1.0012 0.0157 0.0037 0.0089
H 4.9182 -9.3554 -9.5266 0.0370 0.0148 -0.0233
H 5.0196 -6.0981 -7.4365 -0.0100 0.0030 -0.0183
H 0.6228 4.9009 -2.6789 -0.0141 0.0065 -0.0122
C 5.1640 3.4296 1.3539 0.0273 0.0667 0.0050
C -1.5491 -1.3996 3.0073 0.0900 -0.0288 0.1023
H 4.4109 -8.0162 -5.9543 0.0083 0.0094 -0.0340
C 3.3791 -1.7306 -1.1733 0.1037 0.0114 -0.0446
H 2.0412 -6.6844 -7.7855 0.0063 0.0096 0.0101
C -1.5418 -0.0107 3.6432 0.0124 0.0761 -0.0505
H 5.7548 1.7331 2.5484 -0.0082 0.0032 -0.0206
H -1.4473 4.5048 -4.1920 0.0143 -0.0395 0.0051
H -6.3491 4.3432 2.1711 -0.0213 0.3460 -0.2426
H 2.1673 -3.1999 1.7523 -0.0551 0.0191 0.0164
C -0.0239 4.8388 -1.7971 0.0214 0.0476 0.0586
H 3.7879 -3.5646 -0.0938 0.0087 0.0086 -0.0316
C 3.1168 1.9111 1.4827 -0.0978 0.0884 0.0562
C -7.7624 1.5201 5.4083 0.3021 2.5354 -0.7099
H 0.6303 3.8271 1.4680 0.0149 0.0552 -0.0081
H 1.7122 -1.6336 1.0783 -0.0332 -0.0017 -0.0303
C -0.8111 3.1588 -0.0073 0.1395 0.0005 0.0547
H 6.1459 2.8442 4.6566 -0.0351 -0.0258 0.0069
C -8.7189 2.2357 2.2963 -0.5358 0.7069 1.1679
H 4.3961 -1.6406 -1.5668 -0.0103 0.0099 -0.0197
H 5.3344 5.4820 3.3242 0.0217 0.0117 -0.0094
H 2.5167 -1.6049 -3.1308 0.0013 -0.0169 -0.0133
H -0.8298 -0.0051 4.4754 0.0137 -0.0214 -0.0102
O -11.4749 2.8212 4.7484 -0.9462 -0.4371 -0.7615
H -2.7698 1.4697 4.5888 -0.0090 0.0089 -0.0048
H 4.9367 -3.6240 -2.6256 0.0134 0.0244 -0.0223
Al -8.4443 2.9643 4.1971 1.3796 -0.4057 -0.2113
H -2.9633 -2.3749 4.3485 0.0101 0.0057 0.0284
H -7.5141 1.8337 6.4158 -1.2472 -0.5393 0.7765
H 2.6297 -8.4642 -9.3078 -0.0217 -0.0278 0.0339
H -4.5780 1.4951 1.2835 0.0060 0.0380 -0.0073
C -1.9462 -2.5080 3.9776 -0.0252 -0.0305 -0.1433
H 2.6537 -4.3943 -1.8805 -0.0174 0.0101 0.0071
C -1.4261 5.3112 -2.1773 0.0341 -0.0123 -0.1284
H 4.5261 3.2304 4.1261 -0.0028 -0.0204 -0.0266
H -2.0792 5.3113 -1.3010 0.0256 -0.0025 0.0195
C 4.7650 -8.3269 -9.1960 -0.0609 -0.1134 0.0628
H 4.1488 -2.0994 0.7894 0.0306 -0.0216 -0.0190
C 2.6965 -7.0820 -5.0412 0.1349 -0.1141 -0.0012
H -2.1995 3.4436 -2.9928 0.0098 -0.0085 -0.0205
H -4.9385 0.8137 3.6217 -0.0276 -0.0779 0.0131
H -0.5446 -1.6102 2.6282 -0.0167 0.0041 -0.0479
C 3.0783 -6.7357 -8.1286 -0.0604 0.0090 0.0419
H 1.3192 -3.1259 0.2123 -0.0227 0.0279 0.0044
C -0.4125 4.0069 1.1958 -0.1333 -0.0706 0.0131
H -1.2700 -2.5355 4.8348 -0.0289 0.0208 0.0274
F -8.9779 3.1644 1.3470 0.1184 0.4579 -0.5280
C 3.3816 -8.1657 -8.5725 0.0446 0.0709 -0.1071
H -1.0332 3.7568 2.0579 0.0296 0.0366 0.0301
H 5.4864 2.9322 0.4334 -0.0235 -0.0033 -0.0077
H 1.0948 3.1927 -1.0003 -0.0068 -0.0120 0.0239
F -10.9202 5.1446 4.2467 -0.0935 -0.0557 -0.1621
H 6.9717 5.0599 3.8439 -0.0062 0.0169 -0.0378
H 1.9457 -7.5799 -5.6564 -0.0268 0.0219 0.0137
C 2.0750 -2.6322 0.8250 0.0957 -0.0961 0.0291
O -5.3700 4.1046 4.8354 0.1726 -0.1495 -0.4355
H 3.2904 3.8796 2.3422 0.0084 0.0167 -0.0079
C 0.0495 3.4153 -1.2431 -0.0094 -0.0500 -0.0514
C 4.1454 -3.8562 -3.3400 -0.0856 -0.0947 0.0794
C 5.5826 3.3938 3.8975 0.1223 0.0617 0.0025
H 3.4219 1.3681 0.5848 0.0284 -0.0247 0.0227
H 4.8784 -7.6756 -10.0650 0.0252 0.0276 0.0201
S -10.4735 3.8036 5.0051 0.7131 -0.5355 -0.2432
H 4.2598 -3.1990 -4.2050 0.0314 0.0217 0.0185
H -0.2327 2.7039 -2.0249 0.0039 0.0137 -0.0112
H -2.8487 1.1896 1.4114 0.0169 0.0449 0.0035
H -2.2136 -1.4159 2.1390 -0.0017 0.0291 0.0011
C 5.9273 2.8130 2.5272 -0.0318 -0.0719 0.0043
O -6.4873 5.1596 2.6787 0.5386 -0.6155 0.4103
H 2.0097 -3.9929 -3.4567 -0.0256 -0.0255 0.0357
C 3.6424 3.3425 1.4571 0.0244 -0.0882 -0.1149
H 5.4516 4.4789 1.2422 0.0115 -0.0044 0.0106
C 5.9104 4.8785 4.0270 -0.0984 -0.0581 0.0723
C 4.0445 -7.0055 -5.7536 -0.1007 0.0848 0.0491
C -7.6084 0.2771 5.0080 0.0112 -0.9101 0.5501
H 2.7890 -7.6472 -4.1124 -0.0577 0.0227 0.0175
C -3.7366 1.4772 1.9782 -0.0895 -0.1020 -0.0480
H 3.4771 1.3630 2.3548 0.0041 -0.0274 -0.0181
C 3.4214 -2.5547 0.1116 -0.0851 0.0909 0.0648
H 3.2089 3.8566 0.5944 -0.0146 0.0504 0.0372
H 3.6872 -5.1656 -6.8018 -0.0001 -0.0047 0.0247
H -1.9022 -3.4812 3.4854 -0.0033 -0.0190 0.0406
P -6.7771 4.6629 4.2257 -0.9802 -0.4317 -0.7075
H -3.5889 2.4933 2.3537 0.0524 0.0073 -0.0134
H -3.0463 4.8820 -3.5470 -0.0017 -0.0280 -0.0310
H 6.9998 2.9406 2.3477 0.0035 0.0087 0.0181
O -7.2707 5.7914 5.0048 0.0805 1.1739 0.6922
H 3.0620 -0.7118 -0.9283 -0.0046 -0.0029 0.0160
H -5.2617 3.1696 4.6017 -0.0036 0.1298 0.1412
H 3.1376 -6.0741 -8.9987 -0.0002 -0.0174 -0.0145
H 4.2971 -4.8826 -3.6753 0.0450 0.0129 -0.0213
C 4.0033 -6.1859 -7.0417 0.0811 -0.0108 -0.0312
H 5.6781 5.2354 5.0314 0.0203 0.0375 -0.0101
H -1.3618 6.3513 -2.5079 -0.0123 0.0136 0.0417
H 5.5584 -8.0899 -8.4857 0.0098 0.0219 -0.0166
C -4.0134 0.5090 3.1242 0.0053 0.1910 0.0007